1.
78
Properties=species:S:1:pos:R:3:forces:R:3 method="wB97M-V/def2-TZVPD" charge=+2 lumo_energy_ev="-8.91 / -8.89" homo_energy_ev="-13.4 / -13.4" orbital_gap_ev="4.4 / 4.5"
Pt -1.000 0.032 -0.189 2.6 1.3 0.8
O 3.520 0.473 3.127 0.7 0.0 -0.3
C 2.591 0.470 4.085 -0.5 0.1 0.7
C 2.936 0.469 5.442 0.1 0.0 -0.3
C 1.969 0.537 6.421 -0.2 0.0 -0.3
C 0.624 0.622 6.069 -0.2 0.0 -0.2
C 0.260 0.590 4.736 0.0 0.0 0.4
C 1.220 0.494 3.726 0.4 0.1 -0.2
C 0.776 0.402 2.334 1.2 0.0 0.0
O -0.429 0.582 2.034 -2.2 -0.3 -1.2
N 1.700 0.136 1.402 -0.1 -0.5 -0.2
N 1.302 -0.096 0.203 -1.8 0.7 -0.3
C 2.037 -0.080 -0.860 -0.1 -0.1 0.0
C 1.419 -0.352 -2.128 0.1 0.1 -0.5
C 2.133 -0.314 -3.331 -0.3 -0.1 0.5
C 1.459 -0.475 -4.526 -0.4 -0.1 0.0
C 0.084 -0.693 -4.506 0.3 -0.1 0.2
C -0.554 -0.754 -3.279 -0.5 -0.2 -0.5
N 0.090 -0.590 -2.128 -1.4 1.0 1.2
H 4.415 0.487 3.500 -0.3 0.0 0.1
H 3.979 0.422 5.721 0.1 0.0 0.0
H 2.254 0.529 7.462 0.1 0.0 0.1
H -0.129 0.707 6.836 -0.1 0.0 0.0
H -0.781 0.631 4.456 -0.1 0.0 0.0
H 3.090 0.180 -0.819 -0.1 -0.2 0.4
H 3.197 -0.147 -3.307 0.1 0.0 0.0
H 1.989 -0.438 -5.464 0.1 0.0 -0.1
H -0.481 -0.823 -5.415 -0.1 0.0 0.0
H -1.617 -0.950 -3.212 0.0 0.1 0.0
O -4.337 2.623 0.991 -1.0 -1.1 -0.1
C -3.349 2.044 0.631 1.9 5.6 1.1
O -3.126 0.891 0.250 1.2 -5.0 -1.8
C -2.029 2.994 0.706 -0.5 -1.2 -0.2
P -0.847 2.449 -0.576 -0.2 0.9 1.3
C -1.472 3.152 -2.123 0.1 -0.9 -0.1
C -2.357 2.398 -2.890 0.1 -0.1 0.1
C -2.920 2.943 -4.030 -0.1 0.0 -0.1
C -2.595 4.236 -4.412 0.0 -0.1 0.1
C -1.709 4.983 -3.651 0.0 0.0 0.0
C -1.141 4.451 -2.506 0.1 0.0 0.2
C 0.747 3.250 -0.255 0.0 -0.8 -0.4
C 1.092 3.807 0.975 -0.3 -0.1 0.0
C 2.372 4.295 1.173 0.0 0.0 0.0
C 3.317 4.210 0.163 -0.1 0.0 0.1
C 2.977 3.659 -1.065 0.1 0.0 -0.1
C 1.699 3.180 -1.277 0.0 0.0 0.1
H -1.629 2.797 1.704 0.1 0.1 -0.1
H -2.335 4.038 0.608 0.2 -0.1 -0.1
H -2.606 1.390 -2.581 -0.1 0.0 0.0
H -3.619 2.369 -4.619 0.0 -0.1 0.0
H -3.031 4.660 -5.305 0.0 0.0 0.0
H -1.463 5.988 -3.957 0.1 0.1 0.0
H -0.455 5.039 -1.912 0.0 0.0 0.0
H 0.358 3.878 1.762 0.0 0.0 0.1
H 2.632 4.749 2.117 0.0 0.0 0.1
H 4.315 4.586 0.329 0.1 0.0 0.0
H 3.710 3.614 -1.857 0.1 0.0 -0.1
H 1.425 2.763 -2.237 0.0 0.0 -0.1
C 0.729 -5.333 -1.955 -0.1 0.0 0.1
C 0.076 -5.268 -0.584 0.3 -0.4 0.1
N -0.557 -3.964 -0.399 0.2 0.0 -0.1
C -1.546 -3.600 0.405 0.2 0.3 0.1
S -2.353 -2.087 0.089 0.1 1.0 0.0
N -2.040 -4.281 1.425 -0.1 0.2 -0.2
C -1.702 -5.573 2.008 0.0 -0.6 -0.1
C -2.703 -6.645 1.593 0.2 0.1 0.1
H 1.209 -6.301 -2.074 0.1 0.0 0.0
H 1.489 -4.561 -2.065 0.1 0.1 0.0
H -0.008 -5.222 -2.747 -0.1 0.0 -0.1
H 0.839 -5.425 0.187 -0.2 -0.1 -0.1
H -0.684 -6.049 -0.505 0.1 0.1 0.1
H -0.284 -3.267 -1.082 -0.3 -0.1 0.2
H -2.859 -3.857 1.845 0.2 0.2 -0.1
H -1.736 -5.450 3.094 0.1 0.1 -0.1
H -0.690 -5.855 1.730 0.0 0.1 0.1
H -3.708 -6.377 1.909 -0.1 0.0 0.0
H -2.438 -7.586 2.067 0.0 -0.1 0.0
H -2.708 -6.791 0.516 0.0 0.0 -0.1



2.
94
Properties=species:S:1:pos:R:3:forces:R:3 method="wB97M-V/def2-TZVPD" charge=+3 lumo_energy_ev=-8.35 homo_energy_ev=-16.9 orbital_gap_ev=8.5
Ir 0.021 -0.049 0.178 0.3 -0.1 0.4
C -0.350 2.970 2.288 0.0 0.0 -0.1
C -1.477 2.601 1.339 0.1 -0.1 0.1
N -1.593 1.128 1.078 -0.1 0.2 -0.2
C -1.995 0.470 2.363 -0.1 -0.1 -0.1
C -2.041 -1.020 2.174 0.0 0.2 -0.1
N -0.713 -1.430 1.662 0.0 0.0 0.0
C -0.703 -2.913 1.377 0.0 0.1 0.0
C 0.357 -3.339 0.380 0.0 0.2 -0.1
C 1.725 -2.832 0.742 -0.1 0.1 0.1
N 1.818 -1.346 0.511 -0.1 -0.1 -0.4
C 2.675 -0.772 1.594 0.0 0.1 -0.1
C 2.606 0.728 1.575 -0.1 -0.1 -0.1
N 1.174 1.077 1.671 -0.1 -0.1 0.2
C 1.016 2.563 1.772 0.0 -0.1 -0.1
H -0.505 2.574 3.293 0.0 0.0 0.0
H -0.372 4.054 2.413 0.1 0.0 -0.1
H -1.317 3.101 0.394 -0.1 0.0 0.0
H -2.443 2.940 1.719 0.0 0.0 0.1
H -2.392 1.041 0.448 0.0 0.0 0.1
H -2.958 0.876 2.678 0.0 -0.1 0.0
H -1.276 0.728 3.137 0.0 0.0 0.0
H -2.777 -1.289 1.419 0.0 0.0 0.0
H -2.297 -1.553 3.091 0.0 0.1 0.1
H -0.047 -1.285 2.419 -0.1 -0.1 0.1
H -1.689 -3.174 1.006 0.0 0.0 0.0
H -0.570 -3.411 2.341 0.1 -0.1 -0.1
H 0.110 -2.953 -0.608 0.0 -0.1 0.0
H 0.349 -4.426 0.304 0.0 0.0 0.1
H 2.517 -3.318 0.171 -0.1 0.0 -0.1
H 1.938 -3.015 1.796 0.0 -0.1 0.0
H 2.353 -1.234 -0.350 0.1 -0.1 0.1
H 3.695 -1.145 1.483 0.0 0.0 0.0
H 2.305 -1.144 2.553 0.0 0.0 0.0
H 2.979 1.133 0.641 0.0 0.0 0.1
H 3.180 1.178 2.387 0.0 -0.1 0.1
H 0.854 0.698 2.564 0.1 0.2 0.1
H 1.212 2.979 0.784 0.0 0.0 0.0
H 1.795 2.924 2.447 0.0 0.0 0.0
C -0.607 0.442 -3.772 0.1 0.0 0.1
C -1.234 -0.845 -3.248 0.0 0.1 -0.1
P -1.631 -0.814 -1.462 -0.1 -0.1 -0.1
C -3.064 0.330 -1.604 -0.1 -0.1 0.0
C -4.297 -0.152 -2.071 0.1 0.0 0.1
C -5.332 0.720 -2.358 0.0 0.0 0.0
C -5.166 2.091 -2.209 0.0 0.0 0.0
C -3.937 2.590 -1.809 0.0 0.0 0.0
C -2.900 1.713 -1.520 0.1 0.1 -0.1
C -2.391 -2.460 -1.229 -0.1 0.1 -0.1
C -3.552 -2.639 -0.468 0.0 0.1 0.1
C -4.106 -3.896 -0.293 0.0 0.0 0.0
C -3.515 -5.004 -0.888 0.0 0.0 0.0
C -2.381 -4.841 -1.671 0.0 0.0 0.0
C -1.829 -3.581 -1.845 0.0 0.0 -0.1
C 0.875 0.450 -3.442 -0.1 0.1 0.0
P 1.333 0.906 -1.713 -0.1 0.2 -0.1
C 3.038 0.211 -1.731 0.0 -0.1 0.0
C 3.205 -1.106 -2.191 0.1 0.1 0.0
C 4.458 -1.700 -2.226 0.0 0.0 0.0
C 5.573 -0.986 -1.809 0.0 0.0 0.0
C 5.427 0.316 -1.353 0.0 0.0 0.0
C 4.172 0.907 -1.308 0.0 0.1 0.0
C 1.538 2.699 -1.928 0.2 0.0 -0.1
C 0.526 3.565 -1.546 -0.1 0.0 0.0
C 0.578 4.919 -1.842 0.0 0.0 0.0
C 1.665 5.424 -2.536 0.0 0.0 0.0
C 2.674 4.566 -2.959 -0.1 0.0 0.0
C 2.607 3.213 -2.673 0.0 0.0 0.0
H -1.112 1.328 -3.377 0.0 0.0 0.0
H -0.744 0.484 -4.853 0.1 0.0 0.0
H -0.625 -1.715 -3.497 0.1 0.1 0.0
H -2.210 -0.999 -3.714 0.0 -0.1 0.1
H -4.455 -1.208 -2.235 0.0 0.0 0.0
H -6.276 0.327 -2.712 0.0 0.0 0.0
H -5.981 2.764 -2.435 0.0 0.0 0.0
H -3.776 3.658 -1.742 0.0 0.0 0.0
H -1.922 2.118 -1.295 0.0 0.0 0.0
H -4.064 -1.792 -0.029 0.0 0.0 0.0
H -5.010 -4.008 0.290 0.0 0.0 0.0
H -3.952 -5.985 -0.761 0.0 0.0 0.0
H -1.934 -5.693 -2.164 0.0 0.0 0.0
H -0.954 -3.495 -2.475 0.0 0.0 0.0
H 1.427 1.192 -4.021 -0.1 0.0 -0.1
H 1.295 -0.520 -3.697 0.0 0.0 0.0
H 2.354 -1.686 -2.529 0.0 0.0 0.0
H 4.565 -2.710 -2.597 0.0 0.0 0.0
H 6.555 -1.439 -1.854 0.0 0.0 0.0
H 6.295 0.880 -1.043 0.0 0.0 0.0
H 4.097 1.934 -0.972 0.0 0.0 0.0
H -0.324 3.157 -1.030 -0.1 0.0 0.0
H -0.229 5.574 -1.542 0.0 0.0 0.0
H 1.720 6.479 -2.766 0.0 0.0 0.0
H 3.510 4.951 -3.527 0.0 0.0 0.0
H 3.383 2.564 -3.056 0.0 0.0 0.0



3.
55
Properties=species:S:1:pos:R:3:forces:R:3 method="wB97M-V/def2-TZVPD" charge=0 lumo_energy_ev=0.79 homo_energy_ev=-8.3 smiles="CCOC(=O)C(CCCOc1ccc([C@H](C)CC)cc1)C(=O)OCC" orbital_gap_ev=9.1
C -0.113 -1.943 0.646 0.4 0.1 0.1
C 1.370 -2.137 0.922 -0.3 -0.4 -0.2
O 2.060 -0.894 1.083 0.0 0.2 0.3
C 2.443 -0.266 -0.028 0.1 0.1 0.2
O 2.182 -0.628 -1.142 0.0 0.0 -0.2
C 3.305 0.947 0.298 0.1 0.0 -0.3
C 2.891 2.187 -0.499 0.0 0.1 0.1
C 2.030 3.160 0.303 -0.3 -0.4 -0.2
C 0.721 2.538 0.785 0.3 0.3 0.3
O 0.003 2.093 -0.344 0.0 -0.1 -0.2
C -1.145 1.389 -0.146 -0.2 -0.1 0.0
C -1.762 1.194 1.083 0.3 0.3 0.0
C -2.928 0.449 1.159 -0.1 -0.1 -0.2
C -3.507 -0.116 0.034 -0.1 0.0 0.3
C -4.767 -0.936 0.146 -0.1 -0.2 -0.3
C -4.507 -2.379 -0.292 -0.1 0.2 0.2
C -5.912 -0.317 -0.667 0.0 0.1 0.3
C -6.258 1.087 -0.188 0.0 -0.2 -0.2
C -2.883 0.093 -1.193 0.1 0.1 0.1
C -1.725 0.832 -1.287 0.2 0.1 0.1
C 4.750 0.550 -0.011 -0.2 0.2 0.1
O 5.557 1.257 -0.548 0.2 0.0 0.0
O 4.994 -0.680 0.435 -0.1 -0.2 0.1
C 6.303 -1.213 0.204 0.5 -0.1 -0.2
C 6.429 -1.774 -1.204 -0.2 0.2 0.3
H -0.255 -1.409 -0.290 -0.1 0.0 -0.1
H -0.582 -1.373 1.444 -0.1 0.0 0.1
H -0.596 -2.913 0.572 -0.1 -0.1 0.0
H 1.836 -2.688 0.099 0.0 0.0 0.2
H 1.531 -2.668 1.863 0.0 0.1 -0.1
H 3.258 1.124 1.377 0.0 0.0 0.0
H 2.343 1.864 -1.385 0.1 0.0 0.0
H 3.796 2.702 -0.828 -0.1 -0.1 0.0
H 1.792 4.014 -0.332 0.0 0.1 0.1
H 2.580 3.521 1.174 0.0 0.1 0.0
H 0.138 3.290 1.337 0.0 -0.2 0.0
H 0.922 1.693 1.459 -0.1 0.0 0.0
H -1.350 1.615 1.987 0.1 0.0 0.1
H -3.394 0.309 2.125 -0.1 0.0 0.1
H -5.072 -0.950 1.199 0.0 0.0 0.0
H -3.695 -2.809 0.292 0.1 -0.1 0.0
H -5.398 -2.986 -0.148 -0.1 -0.1 0.0
H -4.231 -2.420 -1.343 0.0 0.0 -0.1
H -5.632 -0.281 -1.722 0.0 -0.1 -0.1
H -6.792 -0.958 -0.580 0.0 -0.1 -0.1
H -7.076 1.500 -0.773 -0.1 0.1 0.0
H -5.397 1.744 -0.285 0.0 0.1 0.0
H -6.559 1.070 0.858 0.0 0.0 0.1
H -3.306 -0.330 -2.092 -0.1 -0.1 -0.1
H -1.238 0.990 -2.236 0.1 0.0 -0.1
H 7.040 -0.420 0.367 -0.1 -0.2 0.1
H 6.424 -1.995 0.956 0.0 0.1 -0.1
H 5.658 -2.519 -1.381 0.0 -0.1 0.0
H 6.320 -0.975 -1.933 0.0 0.0 -0.1
H 7.406 -2.234 -1.327 0.1 -0.1 0.0



4.
18
Properties=species:S:1:pos:R:3:forces:R:3 method="wB97M-V/def2-TZVPD" charge=+2 lumo_energy_ev=-7.75 homo_energy_ev=-15.0 orbital_gap_ev=7.3
C -8.081 0.424 0.143 0.0 0.1 -0.4
C 4.862 0.434 -0.879 1.1 -0.6 -1.0
C 3.795 0.097 1.297 0.5 -0.3 0.5
N -7.718 1.304 0.994 -2.5 -0.6 1.8
N 0.383 -1.395 -0.695 1.2 -0.1 -0.1
N 3.901 -0.059 0.030 -2.1 -2.8 1.4
S -8.464 -0.597 -0.881 0.0 -0.1 0.1
H 4.292 0.988 -1.565 -0.4 1.3 -1.0
H 5.623 0.990 -0.393 0.5 0.6 0.4
H 5.316 -0.351 -1.503 -0.2 -0.1 0.6
H 2.981 -0.337 1.838 -0.8 -0.5 -0.4
H 3.205 -0.773 -0.408 1.1 2.0 1.0
H 4.475 0.537 2.053 0.2 0.5 -1.5
H -7.208 2.088 0.751 2.0 1.7 -1.2
H -8.396 1.647 1.710 0.3 -1.1 -0.3
H 0.795 -1.290 -1.654 -1.2 -0.5 1.3
H 0.867 -2.150 -0.180 -0.7 0.5 -0.7
H -0.629 -1.556 -0.657 0.8 0.1 -0.5



5.
16
Properties=species:S:1:pos:R:3:forces:R:3 method="wB97M-V/def2-TZVPD" charge=0 lumo_energy_ev=0.71 homo_energy_ev=-8.9 smiles=CC(C)(S)CS orbital_gap_ev=9.7
C -1.407 -0.463 -0.770 1.4 1.5 -2.0
C -0.184 0.137 0.048 -2.0 -0.9 -0.8
C -0.447 -0.462 1.427 1.9 -1.7 0.4
S -0.346 2.005 0.144 -0.1 -0.8 0.1
C 1.132 -0.328 -0.605 -0.6 1.0 0.8
S 2.534 0.377 0.130 2.6 -0.3 1.4
H -2.326 -0.191 -0.303 -0.7 0.0 0.6
H -1.327 -1.563 -0.878 0.0 0.7 0.0
H -1.459 0.064 -1.784 0.2 -1.0 1.1
H -0.669 -1.568 1.266 0.4 1.3 0.4
H 0.418 -0.378 2.119 -0.3 -0.1 -0.5
H -1.264 -0.075 1.988 -0.9 0.7 -0.1
H 0.540 2.308 -0.809 -0.1 0.0 -0.2
H 1.402 -1.319 -0.371 -0.7 -1.8 -0.2
H 1.287 -0.131 -1.642 -1.0 -0.1 -1.0
H 2.116 1.587 0.041 -0.1 1.7 0.0



6.
22
Properties=species:S:1:pos:R:3:forces:R:3 method="wB97M-V/def2-TZVPD" charge=0 lumo_energy_ev="0.15 / -0.73" homo_energy_ev="-7.6 / -7.0" orbital_gap_ev="7.7 / 6.3"
C -2.119 -1.020 -0.353 0.9 -1.5 -0.6
C -0.914 0.682 -0.866 0.9 -2.6 1.9
C 0.024 2.731 -1.812 -1.2 -0.8 -1.4
C -0.068 -1.887 1.631 1.4 -1.6 1.9
C 1.220 1.834 -0.155 0.3 -2.2 1.3
C 1.225 -2.556 2.081 -1.5 -0.5 0.4
N -2.795 -0.303 -1.210 -0.4 -0.6 1.7
N -2.060 0.799 -1.441 0.6 1.1 -1.2
N 1.151 3.518 -1.465 -0.9 1.6 -1.2
N 1.788 2.953 -0.534 1.8 -0.1 1.6
N -0.821 -0.605 -0.186 -3.3 3.9 -2.6
N 0.124 -1.028 0.638 3.0 1.4 -1.0
N 0.115 1.552 -0.902 0.7 1.3 -1.4
H -2.361 -1.952 0.093 -0.7 -0.5 0.0
H -0.995 3.138 -1.564 0.9 0.3 -0.8
H 0.147 2.515 -2.960 -0.7 -0.1 2.1
H -1.010 -2.314 1.743 -1.3 -0.6 0.3
H 1.668 1.141 0.589 -0.6 0.9 -0.7
H 1.800 -1.899 2.735 0.1 -0.2 0.1
H 1.776 -2.701 1.161 0.7 -0.4 -0.1
H 1.041 -3.557 2.578 0.3 1.3 -0.5
H 1.064 -1.039 0.200 -0.9 -0.1 0.2



Asked for energy above the lowest of the compared OMol25 structures with the same formula, charge and spin across the records above, the calculation gives 416.5 0.0 0.0 1.2 106.3 641.8 kJ/mol in order.